Entry 1:
ORCA calculation (wB97M-V/def2-TZVPD) on a structure of composition C36H45BeN2O2P2.

Energy above the lowest of the compared OMol25 structures with the same formula, charge and spin   0.0 kcal/mol
HOMO level   -1.7 eV

Structure (ORCA input):
```
! wB97M-V def2-TZVPD RIJCOSX def2/J DEFGRID3
* xyz -1 1
Be -0.424 -0.864 -0.373
C -2.109 -5.436 -0.228
C -1.776 -3.961 -0.542
C -0.442 -3.990 -1.328
C -1.732 -3.060 0.733
C -2.846 -3.252 1.776
O -3.190 -1.877 2.185
C -2.545 -0.999 1.380
N -1.743 -1.567 0.524
C -2.814 0.468 1.690
C -3.938 0.705 2.507
C -4.376 1.987 2.849
C -3.723 3.076 2.275
C -2.653 2.870 1.381
C -2.095 1.615 1.148
P -0.550 1.628 0.159
C -0.989 2.896 -1.115
C -2.112 2.715 -1.934
C -2.477 3.629 -2.912
C -1.713 4.776 -3.111
C -0.575 4.981 -2.330
C -0.200 4.054 -1.372
C 0.844 2.386 1.107
C 2.148 1.821 1.058
C 3.171 2.280 1.883
C 2.911 3.318 2.779
C 1.662 3.891 2.813
C 0.633 3.417 2.016
H -2.106 -6.076 -1.138
H -3.101 -5.522 0.252
H -1.332 -5.827 0.483
H -2.551 -3.561 -1.219
H 0.341 -4.478 -0.689
H -0.114 -2.980 -1.600
H -0.555 -4.637 -2.216
H -0.768 -3.293 1.211
H -2.531 -3.830 2.665
H -3.770 -3.686 1.390
H -4.438 -0.178 2.894
H -5.222 2.087 3.522
H -4.081 4.087 2.433
H -2.228 3.733 0.871
H -2.736 1.830 -1.780
H -3.405 3.466 -3.470
H -1.988 5.494 -3.885
H 0.007 5.894 -2.461
H 0.714 4.225 -0.777
H 2.371 1.035 0.336
H 4.174 1.847 1.786
H 3.705 3.713 3.412
H 1.483 4.746 3.469
H -0.357 3.864 2.093
C 3.107 2.052 -2.385
P 1.589 1.035 -2.621
C 0.827 1.787 -4.129
C 2.386 -0.508 -3.236
H 3.622 2.031 -3.363
H 3.791 1.648 -1.614
H 2.859 3.102 -2.145
H 1.144 1.279 -5.048
H 1.073 2.858 -4.209
H -0.269 1.723 -4.034
H 2.911 -0.340 -4.194
H 1.644 -1.307 -3.372
H 3.138 -0.869 -2.471
C -1.647 -0.978 -2.767
O -0.549 -0.849 -1.863
H -1.797 -0.062 -3.351
H -2.606 -1.234 -2.263
H -1.422 -1.783 -3.508
C 0.425 -0.748 3.162
C 1.487 -1.614 2.628
C 2.251 -2.291 3.558
C 3.339 -3.076 3.244
C 3.718 -3.163 1.905
C 3.019 -2.567 0.888
C 3.487 -2.817 -0.481
C 1.765 -1.742 1.168
N 1.047 -1.261 0.233
H 0.815 -0.210 4.028
H -0.394 -1.394 3.525
H 0.077 -0.071 2.398
H 1.940 -2.161 4.615
H 3.890 -3.598 4.018
H 4.614 -3.717 1.602
H 4.002 -3.800 -0.551
H 4.219 -2.047 -0.783
H 2.638 -2.767 -1.186
*
```

***

Entry 2:
ORCA calculation (wB97M-V/def2-TZVPD) on a cluster of 4 separate species, C36H45F12NO10S2 in total.

Energy above the lowest of the compared OMol25 structures with the same formula, charge and spin   0.0 kcal/mol
Structure (SMILES)   Cc1c(CCCO)ccc2c1N(C(F)(F)F)c1c(OC[C@H](C)C(C)C)cc(C[SH](=O)=O)cc1S2.CCOC(=O)C(F)(F)F.CCOC(=O)C(F)(F)F.CCOC(=O)C(F)(F)F
HOMO level   -8.3 eV

Structure (ORCA input):
```
! wB97M-V def2-TZVPD RIJCOSX def2/J DEFGRID3
* xyz 0 1
C -0.693 -0.596 1.432
C -1.607 -0.418 0.247
C -2.850 -1.061 0.155
C -3.387 -2.036 1.185
C -2.439 -3.150 1.663
C -1.643 -3.820 0.553
O -0.458 -4.451 1.063
C -3.640 -0.827 -0.965
C -3.261 0.033 -1.979
C -2.037 0.667 -1.878
C -1.210 0.427 -0.788
N 0.081 1.066 -0.724
C 1.089 0.409 -1.512
F 2.037 -0.124 -0.697
F 0.607 -0.624 -2.230
F 1.719 1.241 -2.363
C -0.031 2.483 -0.940
C 0.537 3.362 -0.009
O 1.152 2.809 1.059
C 2.121 3.598 1.741
C 3.426 3.827 0.980
C 3.784 2.674 0.043
C 4.600 4.119 1.945
C 4.327 5.357 2.826
C 4.952 2.947 2.868
C 0.395 4.727 -0.218
C -0.293 5.206 -1.325
C -0.435 6.698 -1.478
S -1.528 7.315 -0.171
O -0.714 7.993 0.802
O -2.358 6.241 0.300
C -0.863 4.342 -2.242
C -0.727 2.975 -2.028
S -1.476 1.804 -3.116
H -0.055 0.281 1.523
H -1.292 -0.627 2.344
H -0.094 -1.504 1.373
H -3.768 -1.469 2.040
H -4.254 -2.520 0.731
H -1.792 -2.756 2.450
H -3.056 -3.903 2.150
H -2.229 -4.626 0.111
H -1.326 -3.115 -0.218
H -0.217 -4.026 1.889
H -4.590 -1.340 -1.040
H -3.892 0.198 -2.842
H 2.338 3.038 2.651
H 1.699 4.543 2.084
H 3.354 4.727 0.358
H 4.669 2.950 -0.534
H 2.982 2.516 -0.676
H 3.974 1.737 0.560
H 5.496 4.343 1.363
H 4.842 5.299 3.784
H 3.270 5.523 3.021
H 4.692 6.260 2.330
H 4.208 2.809 3.656
H 5.900 3.148 3.369
H 5.062 1.994 2.352
H 0.809 5.440 0.480
H -0.902 6.962 -2.426
H 0.533 7.170 -1.332
H -2.353 8.187 -0.803
H -1.412 4.712 -3.097
C -0.223 -4.011 -4.477
C -0.519 -5.090 -3.462
O -1.786 -4.859 -2.811
C -2.877 -5.215 -3.462
O -2.958 -5.732 -4.536
C -4.094 -4.873 -2.581
F -3.958 -3.637 -2.087
F -4.181 -5.728 -1.551
F -5.231 -4.935 -3.264
H -0.271 -3.028 -4.010
H 0.758 -4.160 -4.907
H -0.953 -4.027 -5.288
H 0.218 -5.074 -2.661
H -0.505 -6.085 -3.905
C 6.592 -0.787 -5.326
C 5.323 -0.456 -4.571
O 4.350 -1.515 -4.684
C 4.535 -2.560 -3.895
O 5.413 -2.724 -3.104
C 3.390 -3.571 -4.107
F 3.161 -3.781 -5.409
F 2.264 -3.102 -3.551
F 3.673 -4.741 -3.546
H 6.365 -1.013 -6.368
H 7.278 0.058 -5.290
H 7.089 -1.655 -4.897
H 4.840 0.420 -4.997
H 5.520 -0.251 -3.520
C -4.950 -0.073 6.935
C -5.602 -1.398 7.261
O -5.271 -2.406 6.281
C -4.083 -2.972 6.410
O -3.260 -2.745 7.245
C -3.901 -4.041 5.314
F -4.267 -3.573 4.115
F -4.651 -5.115 5.588
F -2.633 -4.429 5.239
H -5.217 0.245 5.927
H -5.276 0.688 7.643
H -3.864 -0.148 6.984
H -6.686 -1.312 7.223
H -5.329 -1.750 8.255
*
```

***

Entry 3:
ORCA calculation (wB97M-V/def2-TZVPD) on a structure of composition C36H45N9OPrS.

⟨S²⟩   2.00
HOMO level (alpha / beta)   -15.2 / -15.2 eV

Structure (ORCA input):
```
! wB97M-V def2-TZVPD RIJCOSX def2/J DEFGRID3
* xyz 3 3
Pr -1.005 -0.220 0.444
O -3.241 0.624 -0.469
C -4.399 0.338 0.346
C -4.157 -0.818 1.288
C -5.229 -1.607 1.684
C -5.023 -2.608 2.619
C -3.744 -2.777 3.138
C -2.729 -1.947 2.699
N -2.911 -0.987 1.772
H -3.543 1.270 -1.128
H -5.255 0.106 -0.294
H -4.651 1.221 0.957
H -6.210 -1.444 1.268
H -5.843 -3.234 2.933
H -3.540 -3.549 3.863
H -1.726 -2.020 3.119
C 4.131 0.801 -2.401
N 3.225 -0.095 -1.703
C 3.852 -1.310 -1.232
C 1.940 0.229 -1.491
N 1.157 -0.222 -0.519
C 1.691 -0.795 0.667
C 2.772 -0.204 1.303
C 3.278 -0.706 2.507
C 2.696 -1.801 3.081
C 1.604 -2.459 2.467
C 1.113 -3.657 3.033
C 0.140 -4.382 2.407
C -0.401 -3.925 1.202
C 0.007 -2.741 0.613
N -0.640 -2.316 -0.589
C -0.856 -3.210 -1.562
N -0.098 -4.304 -1.773
C 1.274 -4.420 -1.330
C -0.634 -5.539 -2.318
N -1.888 -2.986 -2.416
C -3.052 -2.222 -2.030
C -1.836 -3.317 -3.829
C 1.052 -1.957 1.246
N 1.383 1.134 -2.368
C 1.490 0.904 -3.803
C 0.177 1.822 -1.981
H 5.045 0.894 -1.814
H 3.678 1.782 -2.503
H 4.407 0.418 -3.384
H 4.393 -1.773 -2.060
H 3.108 -2.012 -0.866
H 4.570 -1.104 -0.434
H 3.224 0.673 0.858
H 4.134 -0.231 2.964
H 3.081 -2.204 4.004
H 1.547 -4.003 3.957
H -0.204 -5.319 2.816
H -1.169 -4.508 0.715
H 1.665 -3.451 -1.032
H 1.880 -4.800 -2.156
H 1.367 -5.116 -0.490
H -1.713 -5.486 -2.419
H -0.394 -6.353 -1.632
H -0.189 -5.782 -3.282
H -3.124 -2.172 -0.938
H -3.945 -2.733 -2.399
H -3.044 -1.214 -2.470
H -0.841 -3.650 -4.105
H -2.073 -2.427 -4.418
H -2.562 -4.089 -4.090
H 2.233 0.142 -4.017
H 1.762 1.825 -4.317
H 0.526 0.560 -4.188
H 0.319 2.279 -0.995
H -0.717 1.138 -1.989
H -0.001 2.618 -2.704
S 2.018 5.650 2.268
C 0.942 4.337 1.978
C -0.258 4.330 1.246
C -0.914 3.145 1.016
N -0.511 1.932 1.474
C 0.591 1.964 2.274
C 1.324 3.092 2.525
C 1.315 7.181 1.630
C 1.467 8.286 2.456
C 1.015 9.515 1.983
N 0.447 9.664 0.804
C 0.315 8.613 0.024
C 0.748 7.335 0.374
H -0.671 5.250 0.869
H -1.828 3.145 0.425
H 0.884 1.022 2.737
H 2.202 3.044 3.150
H 1.939 8.200 3.422
H 1.124 10.403 2.590
H -0.144 8.788 -0.939
H 0.667 6.528 -0.339
*
```

***

Entry 4:
ORCA calculation (wB97M-V/def2-TZVPD) on a structure of composition C36H46Br2FFeN3P2.

Energy above the lowest of the compared OMol25 structures with the same formula, charge and spin   9.1 kcal/mol
⟨S²⟩   6.01
HOMO level (alpha / beta)   -6.8 / -6.9 eV

Structure (ORCA input):
```
! wB97M-V def2-TZVPD RIJCOSX def2/J DEFGRID3
* xyz 0 5
Fe -0.482 0.798 -0.489
Br 1.453 -3.399 6.400
C 0.588 -2.383 5.060
C 0.077 -1.135 5.376
C -0.537 -0.382 4.388
C -0.638 -0.870 3.087
C -0.131 -2.128 2.798
C 0.483 -2.891 3.776
N -1.235 -0.122 2.032
C -2.273 0.533 2.334
C -3.019 1.343 1.363
C -4.056 2.146 1.818
C -4.795 2.873 0.901
C -4.489 2.738 -0.441
C -3.430 1.923 -0.802
N -2.688 1.249 0.073
H 0.172 -0.745 6.379
H -0.899 0.608 4.636
H -0.248 -2.516 1.799
H 0.884 -3.864 3.534
H -2.722 0.461 3.328
H -4.272 2.189 2.878
H -5.595 3.524 1.225
H -5.040 3.274 -1.201
H -3.145 1.817 -1.838
C -1.746 1.084 -4.153
P -1.401 -0.176 -2.868
C -0.244 -1.273 -3.774
C -2.939 -1.194 -3.043
C -3.020 -2.454 -2.176
P -3.065 -2.154 -0.351
C -3.159 -3.910 0.192
C -4.847 -1.707 -0.181
H -1.921 0.612 -5.122
H -0.900 1.767 -4.222
H -2.623 1.674 -3.886
H -0.596 -1.416 -4.797
H -0.192 -2.238 -3.272
H 0.760 -0.854 -3.795
H -2.984 -1.486 -4.098
H -3.802 -0.546 -2.860
H -2.159 -3.098 -2.375
H -3.912 -3.025 -2.453
H -3.917 -4.473 -0.358
H -3.399 -3.940 1.256
H -2.188 -4.390 0.057
H -5.500 -2.460 -0.630
H -5.036 -0.743 -0.658
H -5.098 -1.606 0.876
C 0.876 2.830 2.701
C 1.781 1.702 2.195
C 2.696 1.196 3.312
C 2.579 2.148 0.985
C 3.449 3.222 1.145
C 4.227 3.670 0.098
C 4.131 3.030 -1.124
C 3.271 1.955 -1.337
C 3.242 1.422 -2.768
C 3.609 -0.050 -2.973
C 1.918 1.749 -3.458
C 2.470 1.506 -0.262
N 1.559 0.414 -0.426
C 2.110 -0.826 -0.237
C 3.410 -1.085 0.249
C 3.919 -2.370 0.346
C 3.166 -3.479 -0.020
C 1.861 -3.270 -0.453
C 1.383 -1.987 -0.525
F 0.058 -1.809 -0.865
H 0.268 2.484 3.542
H 0.215 3.189 1.911
H 1.468 3.678 3.052
H 1.154 0.867 1.885
H 3.377 1.982 3.648
H 3.297 0.350 2.972
H 2.107 0.871 4.173
H 3.513 3.713 2.110
H 4.896 4.512 0.228
H 4.734 3.381 -1.954
H 4.016 1.990 -3.293
H 2.784 -0.717 -2.727
H 4.463 -0.341 -2.365
H 3.868 -0.213 -4.023
H 1.111 1.179 -2.997
H 1.973 1.502 -4.522
H 1.669 2.806 -3.354
H 4.025 -0.241 0.534
H 4.928 -2.508 0.715
H 3.573 -4.479 0.039
H 1.206 -4.093 -0.716
Br -0.430 3.088 -1.167
*
```

***

Entry 5:
ORCA calculation (wB97M-V/def2-TZVPD) on a structure of composition C36H47MgN5P2.

Energy above the lowest of the compared OMol25 structures with the same formula, charge and spin   0.0 kcal/mol
HOMO level   -7.3 eV

Structure (ORCA input):
```
! wB97M-V def2-TZVPD RIJCOSX def2/J DEFGRID3
* xyz 0 1
Mg 0.867 -1.116 -0.612
C -1.331 2.532 -1.292
C -1.476 1.279 -1.764
C -1.105 0.930 -3.162
C 0.261 0.290 -3.463
C 1.484 1.104 -3.096
C 1.579 2.448 -3.043
C 0.435 3.412 -3.102
C -0.352 3.559 -1.758
C 1.355 -3.029 -0.070
H -1.828 2.833 -0.363
H -1.905 0.427 -1.195
H -1.142 1.874 -3.716
H -1.899 0.237 -3.517
H 0.289 -0.750 -3.050
H 0.243 0.149 -4.556
H 2.330 0.459 -2.784
H 2.563 2.936 -2.878
H -0.256 3.310 -3.953
H 0.893 4.407 -3.214
H 0.422 3.707 -0.976
H -0.854 4.538 -1.817
H 1.370 -3.059 1.027
H 2.302 -3.335 -0.530
H 0.491 -3.578 -0.490
P 1.605 -0.860 -7.144
P -2.068 -0.766 -7.082
N 2.981 0.186 -7.466
N 2.104 -2.179 -8.204
N -2.222 1.016 -7.185
N -3.687 -1.020 -7.660
C 0.402 -0.135 -8.379
C -0.940 -0.908 -8.543
C 3.969 0.480 -6.504
C 4.981 1.220 -7.105
C 4.632 1.371 -8.493
C 3.391 0.762 -8.671
C 2.256 -3.490 -7.750
C 2.743 -4.257 -8.794
C 2.916 -3.395 -9.922
C 2.451 -2.139 -9.563
C -1.881 1.684 -6.012
C -1.849 3.054 -6.223
C -2.181 3.250 -7.603
C -2.310 1.988 -8.184
C -4.397 -0.301 -8.633
C -5.472 -1.066 -9.061
C -5.488 -2.263 -8.266
C -4.410 -2.201 -7.400
H 0.890 0.000 -9.366
H 0.216 0.868 -7.953
H -1.459 -0.546 -9.445
H -0.766 -1.990 -8.668
H 3.833 0.169 -5.482
H 5.866 1.596 -6.608
H 5.254 1.833 -9.254
H 2.738 0.752 -9.534
H 1.976 -3.719 -6.733
H 2.929 -5.315 -8.754
H 3.348 -3.658 -10.875
H 2.280 -1.249 -10.155
H -1.619 1.049 -5.199
H -1.610 3.803 -5.474
H -2.323 4.216 -8.081
H -2.430 1.721 -9.224
H -4.095 0.685 -8.935
H -6.151 -0.799 -9.853
H -6.215 -3.061 -8.339
H -4.067 -2.876 -6.626
C -2.797 -0.417 4.383
N -2.133 0.196 3.277
C -2.560 1.521 2.924
C -1.119 -0.563 2.560
C 0.053 0.309 2.249
C 0.465 1.169 3.283
C 1.283 2.246 2.955
C 1.843 2.310 1.677
C 1.632 1.278 0.731
C 0.718 0.289 1.039
H -3.882 -0.221 4.313
H -2.436 -0.003 5.350
H -2.596 -1.499 4.376
H -1.897 2.308 3.340
H -2.632 1.684 1.834
H -3.558 1.677 3.380
H -0.797 -1.362 3.257
H -1.545 -1.038 1.648
H 0.028 1.028 4.275
H 1.461 3.009 3.717
H 2.453 3.173 1.405
H 2.168 1.294 -0.222
*
```

***

no.,molecular weight (g mol⁻¹)
1,608.7
2,943.9
3,792.8
4,817.4
5,636.1